Below is C31H30BClF4IrN4O2S as an isolated structure, with properties calculated with wB97M-V/def2-TZVPD.

Its energy is -2956.09154 Ha. The HOMO energy comes out at -3.1 eV. The calculation puts the energy above the lowest of the compared OMol25 structures with the same formula, charge and spin at 27.1 kcal per mole. The calculation puts the HOMO-LUMO gap at 5.250 eV. The net charge is -1.

Element x y z (Å)
Ir  -0.758  1.528  0.440
F  -5.128  5.270  2.407
C  -4.023  5.397  1.624
F  -3.685  6.714  1.693
F  -4.403  5.159  0.370
C  -2.909  4.528  2.122
C  -2.457  4.790  3.404
C  -1.457  4.014  3.972
C  -0.945  2.973  3.216
N  -1.362  2.714  1.983
C  -2.329  3.476  1.387
S  -2.570  2.898  -0.213
H  -2.905  5.602  3.966
H  -1.080  4.205  4.966
H  -0.178  2.317  3.605
Cl  -1.875  -2.511  5.090
C  -0.684  -1.320  5.570
C  -0.461  -1.167  6.933
C  0.484  -0.260  7.376
C  1.199  0.488  6.447
C  0.955  0.326  5.096
C  0.001  -0.579  4.610
C  -0.191  -0.725  3.128
H  -1.032  -1.764  7.632
H  0.662  -0.141  8.438
H  1.951  1.195  6.776
H  1.523  0.895  4.367
H  -0.341  0.257  2.645
H  -1.081  -1.298  2.883
N  -0.508  0.292  -6.407
C  -0.992  -0.186  -7.608
C  -0.611  0.021  -8.931
C  -1.323  -0.663  -9.897
C  -2.381  -1.524  -9.556
C  -2.747  -1.723  -8.239
C  -2.037  -1.044  -7.250
N  -2.181  -1.078  -5.869
C  -1.262  -0.275  -5.413
C  -1.021  0.009  -3.983
C  0.002  0.839  -3.551
C  0.168  1.071  -2.195
N  -0.657  0.536  -1.271
C  -1.618  -0.306  -1.688
C  -1.829  -0.587  -3.023
H  0.223  0.966  -6.281
H  0.204  0.683  -9.195
H  -1.060  -0.535  -10.940
H  -2.914  -2.041  -10.343
H  -3.562  -2.384  -7.969
H  0.689  1.321  -4.236
H  0.958  1.695  -1.806
H  -2.227  -0.740  -0.910
H  -2.624  -1.255  -3.323
C  2.415  -2.710  -0.450
C  2.285  -2.723  1.063
C  2.387  -4.150  1.586
O  0.962  -2.265  1.398
B  1.060  -1.338  2.409
O  2.363  -1.078  2.765
C  3.238  -1.710  1.804
C  4.372  -2.373  2.569
C  3.787  -0.610  0.909
H  1.695  -3.412  -0.875
H  3.419  -3.015  -0.760
H  2.205  -1.719  -0.849
H  1.593  -4.744  1.129
H  2.253  -4.183  2.668
H  3.348  -4.605  1.336
H  3.997  -3.004  3.374
H  5.000  -1.599  3.013
H  4.994  -2.978  1.904
H  2.975  -0.022  0.477
H  4.429  -1.021  0.124
H  4.380  0.072  1.522
F  1.231  1.109  0.834

---

Below is C31H30BrClI2NO3SiZr as an isolated structure, with properties calculated with wB97M-V/def2-TZVPD.

Its energy is -5445.78164 Ha. The HOMO energy comes out at -11.3 eV. The calculation puts the energy above the lowest of the compared OMol25 structures with the same formula, charge and spin at 45.0 kcal per mole. The calculation puts the HOMO-LUMO gap at 6.931 eV. The net charge is +1.

Element x y z (Å)
Zr  0.094  -0.596  -0.734
O  2.060  3.031  0.033
C  2.376  2.099  1.065
C  1.830  0.773  0.526
O  2.041  0.417  -0.676
O  1.020  0.047  1.191
C  3.879  2.009  1.286
C  4.594  0.826  1.169
C  5.964  0.815  1.404
C  6.622  1.985  1.745
C  5.908  3.171  1.864
C  4.541  3.182  1.646
C  1.646  2.473  2.353
C  1.919  1.776  3.526
C  1.243  2.084  4.694
C  0.291  3.096  4.703
C  0.024  3.797  3.538
C  0.698  3.486  2.362
H  2.884  3.409  -0.294
H  4.106  -0.100  0.885
H  6.516  -0.112  1.313
H  7.690  1.974  1.923
H  6.416  4.086  2.142
H  3.976  4.098  1.782
H  2.670  0.994  3.529
H  1.464  1.539  5.603
H  -0.231  3.342  5.619
H  -0.706  4.597  3.543
H  0.501  4.042  1.456
C  -1.485  -4.759  -0.441
Si  -1.382  -4.266  -2.239
C  -0.421  -5.479  -3.290
C  -3.081  -3.967  -2.949
C  -0.459  -2.616  -2.379
C  0.166  -1.583  -2.648
H  -1.879  -5.777  -0.376
H  -2.169  -4.109  0.105
H  -0.520  -4.752  0.070
H  -0.982  -6.413  -3.372
H  0.558  -5.708  -2.871
H  -0.277  -5.086  -4.298
H  -3.683  -4.876  -2.862
H  -3.032  -3.696  -4.005
H  -3.598  -3.171  -2.407
Br  0.396  3.696  -4.778
C  -0.349  3.123  -3.156
C  -1.165  3.959  -2.407
C  -1.690  3.494  -1.213
C  -1.389  2.210  -0.807
N  -0.602  1.406  -1.540
C  -0.079  1.851  -2.695
H  -1.383  4.960  -2.757
H  -2.328  4.114  -0.601
H  -1.780  1.801  0.116
H  0.555  1.165  -3.238
I  1.910  -2.760  0.750
I  2.483  -5.076  -0.376
Cl  -3.584  -2.721  2.269
C  -3.973  -2.025  0.722
C  -5.244  -2.246  0.215
C  -5.605  -1.690  -1.003
C  -4.686  -0.930  -1.705
C  -3.413  -0.736  -1.187
C  -3.015  -1.266  0.042
C  -1.644  -1.009  0.607
H  -5.944  -2.842  0.784
H  -6.599  -1.857  -1.396
H  -4.948  -0.498  -2.663
H  -2.710  -0.159  -1.775
H  -1.314  -1.859  1.220
H  -1.693  -0.190  1.339

---

Below is C31H30BrClI2NO3SiZr as an isolated structure, with properties calculated with wB97M-V/def2-TZVPD.

Its energy is -5445.79837 Ha. The HOMO energy comes out at -11.0 eV. The calculation puts the energy above the lowest of the compared OMol25 structures with the same formula, charge and spin at 34.5 kcal per mole. The calculation puts the HOMO-LUMO gap at 7.149 eV. The net charge is +1.

Element x y z (Å)
Zr  -0.631  -0.527  -0.391
O  -0.165  -0.175  1.811
C  1.262  -0.582  1.957
C  1.965  0.124  0.764
O  2.957  0.779  0.852
O  1.293  -0.090  -0.372
C  1.271  -2.081  1.738
C  0.390  -2.874  2.473
C  0.398  -4.251  2.321
C  1.299  -4.848  1.449
C  2.198  -4.067  0.739
C  2.186  -2.687  0.881
C  1.773  -0.111  3.294
C  2.333  -0.974  4.225
C  2.774  -0.482  5.446
C  2.651  0.865  5.744
C  2.100  1.734  4.812
C  1.676  1.250  3.588
H  -0.302  0.655  2.290
H  -0.298  -2.408  3.167
H  -0.294  -4.859  2.889
H  1.306  -5.923  1.332
H  2.913  -4.530  0.071
H  2.901  -2.091  0.325
H  2.436  -2.027  4.003
H  3.214  -1.159  6.166
H  2.992  1.242  6.699
H  2.020  2.790  5.032
H  1.299  1.948  2.845
C  0.682  4.986  1.518
Si  0.604  4.408  -0.260
C  -0.363  5.594  -1.337
C  2.294  4.015  -0.950
C  -0.375  2.818  -0.269
C  -0.973  1.749  -0.266
H  1.177  5.957  1.584
H  1.245  4.286  2.139
H  -0.318  5.092  1.942
H  0.053  6.602  -1.283
H  -1.406  5.644  -1.022
H  -0.342  5.277  -2.382
H  2.923  4.908  -0.933
H  2.231  3.672  -1.984
H  2.794  3.239  -0.367
Br  2.422  -0.441  -5.446
C  0.785  0.035  -4.655
C  -0.223  0.634  -5.396
C  -1.399  0.961  -4.746
C  -1.530  0.682  -3.398
N  -0.559  0.098  -2.688
C  0.583  -0.221  -3.313
H  -0.085  0.837  -6.449
H  -2.216  1.432  -5.274
H  -2.438  0.934  -2.871
H  1.363  -0.679  -2.721
I  -3.368  1.145  -0.257
I  -6.047  0.497  -0.364
Cl  -2.391  -2.167  0.939
C  -3.105  -2.557  -0.638
C  -4.469  -2.729  -0.735
C  -5.003  -2.935  -1.997
C  -4.169  -2.940  -3.108
C  -2.799  -2.786  -2.968
C  -2.213  -2.621  -1.708
C  -0.751  -2.502  -1.479
H  -5.098  -2.678  0.142
H  -6.070  -3.064  -2.111
H  -4.590  -3.084  -4.094
H  -2.155  -2.834  -3.838
H  -0.187  -2.684  -2.391
H  -0.430  -3.225  -0.715